84
Properties=species:S:1:pos:R:3:forces:R:3 method="wB97M-V/def2-TZVPD" energy_ha=-2152.967045 charge=-1
O -5.029731 -0.260504 1.397210 -0.155 0.121 0.065
C -4.104392 0.772145 1.042802 0.281 -0.047 -0.074
C -3.602170 1.547976 2.247670 -0.340 0.326 -0.258
C -2.400193 2.441743 1.912316 -0.365 -0.936 -0.108
C -1.126217 1.620511 1.842770 0.112 0.822 0.091
C 0.188384 2.296733 2.181175 0.849 -0.515 -0.629
O 1.140808 1.279386 1.802227 0.423 0.287 -0.075
B 0.452309 0.438166 0.840981 -1.377 -1.386 0.735
F 1.221251 0.103269 -0.357321 0.225 0.794 -0.520
O -0.825322 1.158917 0.543584 0.408 -0.419 -0.600
H -4.673710 -0.695442 2.177137 0.036 -0.071 -0.038
H -3.271866 0.358782 0.472289 0.103 -0.148 0.027
H -4.625461 1.456339 0.377207 -0.138 -0.063 -0.118
H -3.346422 0.864179 3.060449 0.065 -0.067 0.098
H -4.424156 2.176769 2.588261 -0.038 -0.001 0.261
H -2.350003 3.206051 2.674427 0.204 0.299 0.022
H -2.605950 2.878785 0.935185 0.226 0.383 -0.014
H -1.205620 0.764086 2.527178 -0.095 -0.095 -0.002
H 0.368741 3.114193 1.483035 -0.399 0.479 0.281
H 0.375003 2.584806 3.213241 -0.204 0.006 0.136
H 0.106632 -0.667532 1.296855 0.435 0.045 -0.015
O -3.978448 4.431082 3.828067 0.000 0.291 -0.044
H -3.555377 4.984158 4.494666 -0.044 -0.094 0.142
H -4.912919 4.657604 3.890718 -0.038 -0.136 0.159
O 3.579410 -1.015504 -1.616492 -0.297 -0.202 0.141
H 3.960769 -0.370677 -1.000123 -0.025 0.321 -0.302
H 2.628993 -0.940280 -1.423699 0.084 0.146 0.397
O -2.511040 1.583832 -2.056024 -0.033 0.264 -0.144
H -2.186390 2.181334 -2.735759 0.115 -0.068 -0.019
H -1.798981 1.575593 -1.396108 -0.116 -0.288 0.224
O 2.104464 -3.567075 -2.224149 0.165 -0.192 -0.128
H 2.719232 -2.831237 -2.126588 0.156 -0.011 0.152
H 2.300591 -3.927346 -3.099159 -0.162 -0.104 -0.003
O 2.391860 2.323010 4.727282 0.008 0.142 -0.039
H 3.056151 2.991619 4.912313 0.092 -0.066 -0.056
H 2.653802 1.915296 3.889181 -0.144 -0.166 0.028
O 1.527039 -4.583179 -5.262773 -0.081 0.125 0.111
H 1.026859 -3.784430 -5.053231 0.026 0.043 -0.051
H 0.846836 -5.236953 -5.457813 -0.011 -0.101 0.075
O -5.452768 1.566248 -2.215551 -0.080 -0.005 -0.303
H -4.528402 1.404176 -2.457864 0.125 0.057 0.405
H -5.906948 0.749253 -2.437834 0.003 -0.030 0.069
O -6.981229 4.322647 4.856805 -0.068 0.104 -0.090
H -7.465899 4.263344 5.684400 0.047 -0.023 0.034
H -7.629455 4.118713 4.175316 0.034 -0.048 -0.025
O 0.315856 -7.591367 -5.704389 0.233 -0.023 0.060
H 1.138933 -7.713749 -6.191761 -0.010 0.046 -0.033
H -0.175985 -8.405915 -5.847072 -0.075 0.035 0.020
O 1.608781 -0.005954 -3.974331 0.060 0.019 0.073
H 1.080705 0.526205 -3.365508 -0.181 0.131 -0.142
H 2.247151 -0.443906 -3.404064 0.231 -0.039 -0.080
O 5.050534 -2.528840 0.731538 0.096 -0.013 -0.148
H 4.654105 -2.111298 -0.042963 -0.134 -0.093 -0.087
H 5.658179 -3.185312 0.374957 0.084 -0.066 0.137
O 0.555955 2.321967 -2.149483 0.352 0.001 0.120
H 0.795500 1.774672 -1.383015 -0.256 -0.173 0.070
H 0.409655 3.192154 -1.764631 -0.061 0.015 -0.037
O -3.161850 5.482990 6.729409 0.011 0.088 0.001
H -3.621787 6.119249 7.284021 -0.011 0.011 -0.012
H -2.668169 4.928514 7.340898 0.015 -0.068 -0.065
O 6.157167 -5.464825 -0.164065 -0.125 0.057 -0.075
H 6.253433 -6.390186 0.077673 0.055 0.010 0.045
H 5.227179 -5.377442 -0.402672 -0.005 0.022 0.007
O 3.965825 1.925781 -1.067699 -0.041 -0.017 -0.053
H 3.568039 2.477453 -0.385407 -0.018 -0.126 0.110
H 3.267591 1.840276 -1.728913 0.007 0.020 -0.029
O 1.346038 1.166713 -6.657347 0.146 0.013 -0.069
H 1.679224 0.657412 -5.903224 -0.174 -0.009 0.105
H 1.155190 2.028625 -6.278029 -0.025 0.000 0.015
O 1.315564 -5.085093 0.320857 -0.053 -0.091 -0.075
H 1.471517 -4.560278 -0.477111 0.069 0.122 -0.069
H 1.802834 -5.899906 0.176676 0.018 -0.006 0.029
O 3.478003 -0.809342 2.522101 0.220 0.085 0.121
H 3.105635 -0.418469 1.724879 -0.239 0.028 0.117
H 4.094808 -1.485832 2.215340 -0.062 0.006 -0.105
O 0.597218 5.455348 2.010272 0.145 0.297 0.021
H 0.062227 6.018828 2.576551 -0.049 -0.031 0.003
H 1.117773 4.917710 2.616237 -0.093 -0.110 -0.013
O 2.369165 -7.635086 -3.251174 -0.070 -0.097 0.036
H 2.066019 -7.005988 -2.589048 0.021 0.071 -0.042
H 1.623922 -7.708121 -3.860020 -0.046 0.078 -0.031
O -0.764885 -1.700064 -1.773584 0.105 -0.090 -0.103
H -0.928785 -2.389381 -1.123061 -0.005 0.042 0.053
H -0.068325 -1.168132 -1.367097 -0.148 0.081 0.129